1.
102
Properties=species:S:1:pos:R:3 method="wB97M-V/def2-TZVPD" homo_ha=-0.5946 charge=+3 orbital_gap_ev=7.42 e_tot_ha=-2673.1697 relative_energy_ev=0.4135
Hf 0.082 0.299 0.204
C -1.713 -2.665 -0.048
N -1.395 -1.523 0.850
C -1.209 -2.104 2.206
C -2.601 -0.641 0.873
C -2.420 0.515 1.846
N -1.033 0.999 1.778
C -0.738 2.155 2.510
C 0.408 2.832 2.128
F 1.056 2.251 1.036
C 0.888 3.985 2.696
F 1.991 4.543 2.210
C 0.186 4.538 3.749
C -0.963 3.895 4.172
F -1.654 4.388 5.182
C -1.429 2.723 3.578
F -2.532 2.156 4.068
H -2.563 -3.217 0.358
H -0.867 -3.344 -0.113
H -1.975 -2.314 -1.041
H -2.111 -2.644 2.503
H -1.018 -1.325 2.940
H -0.382 -2.811 2.193
H -3.470 -1.227 1.184
H -2.781 -0.305 -0.150
H -2.670 0.196 2.857
H -3.123 1.310 1.585
H 0.524 5.443 4.235
O -0.686 -0.454 -1.650
C -1.107 -0.152 -3.023
C -0.576 -1.163 -4.020
C 0.954 -1.236 -4.132
C 1.622 -2.227 -3.215
C 2.677 -3.016 -3.656
C 3.270 -3.916 -2.788
C 2.793 -4.014 -1.487
C 1.734 -3.214 -1.122
N 1.155 -2.340 -1.961
H -0.014 -1.294 -1.706
H -0.771 0.855 -3.266
H -2.196 -0.165 -3.024
H -0.979 -0.860 -4.988
H -0.995 -2.152 -3.815
H 1.384 -0.245 -3.945
H 1.228 -1.491 -5.154
H 3.016 -2.932 -4.680
H 4.085 -4.544 -3.124
H 3.216 -4.714 -0.781
H 1.321 -3.275 -0.121
C 6.463 -1.234 3.211
C 5.526 -2.353 2.712
C 6.205 -3.126 1.570
C 5.232 -3.316 3.864
C 4.269 -1.680 2.204
C 3.054 -1.715 2.894
C 1.951 -1.082 2.373
N 1.966 -0.404 1.208
C 3.157 -0.285 0.569
C 4.286 -0.925 1.025
C 3.155 0.606 -0.613
C 4.325 1.087 -1.170
C 4.294 1.952 -2.265
C 3.023 2.281 -2.746
C 1.898 1.783 -2.135
N 1.938 0.960 -1.069
C 5.541 2.521 -2.908
C 5.476 4.056 -2.821
C 5.566 2.086 -4.384
C 6.818 2.035 -2.222
H 7.383 -1.683 3.583
H 6.006 -0.670 4.026
H 6.727 -0.539 2.412
H 7.079 -3.643 1.962
H 6.554 -2.474 0.769
H 5.535 -3.877 1.148
H 6.154 -3.816 4.154
H 4.515 -4.087 3.576
H 4.861 -2.797 4.749
H 2.961 -2.235 3.836
H 1.015 -1.093 2.910
H 5.206 -0.834 0.467
H 5.272 0.805 -0.738
H 2.907 2.939 -3.597
H 0.919 2.055 -2.502
H 4.614 4.462 -3.352
H 6.371 4.477 -3.279
H 5.438 4.394 -1.784
H 4.699 2.452 -4.935
H 5.604 0.999 -4.475
H 6.455 2.494 -4.862
H 6.864 2.348 -1.176
H 7.680 2.468 -2.725
H 6.924 0.949 -2.279
C -0.933 4.188 -0.432
S -1.191 2.528 -1.092
C -2.990 2.467 -1.242
H -1.429 4.315 0.528
H -1.321 4.900 -1.158
H 0.140 4.337 -0.330
H -3.288 3.125 -2.055
H -3.470 2.776 -0.316
H -3.280 1.447 -1.485

***

2.
97
Properties=species:S:1:pos:R:3 method="wB97M-V/def2-TZVPD" homo_ha="-0.3069 / -0.2900" charge=+1 orbital_gap_ev="5.87 / 3.90" e_tot_ha=-3552.1445 multiplicity=6
C -1.216 -1.385 -2.430
C 0.775 -2.440 -1.704
C -1.380 -2.317 -3.452
C 0.541 -3.493 -2.625
C -0.512 -3.412 -3.517
H -2.222 -2.192 -4.130
H 1.250 -4.319 -2.613
H -0.679 -4.192 -4.259
N -0.175 -1.441 -1.583
P -2.480 -0.005 -0.396
P 2.378 -0.816 -0.164
C -2.261 -0.288 -2.209
H -1.940 0.655 -2.678
H -3.218 -0.569 -2.668
C 1.955 -2.347 -0.930
H 2.624 -3.208 -0.929
C 3.486 0.085 -1.453
C 3.379 -1.308 1.378
C -3.344 1.686 -0.228
C -3.608 -1.484 0.046
C 3.545 1.575 -1.070
H 4.103 1.735 -0.138
H 4.061 2.129 -1.870
H 2.545 2.007 -0.956
C 4.902 -0.507 -1.504
H 5.469 -0.337 -0.580
H 4.877 -1.581 -1.737
H 5.451 -0.006 -2.318
C 2.874 -0.073 -2.855
H 3.394 0.601 -3.556
H 2.982 -1.098 -3.233
H 1.815 0.192 -2.871
C 4.047 -0.040 1.928
H 3.309 0.763 2.073
H 4.492 -0.261 2.910
H 4.852 0.337 1.286
C 2.429 -1.858 2.450
H 1.706 -1.106 2.784
H 1.888 -2.746 2.104
H 3.024 -2.154 3.329
C 4.389 -2.416 1.067
H 5.138 -2.135 0.324
H 4.926 -2.660 1.996
H 3.884 -3.325 0.726
C -4.018 -1.287 1.515
H -4.531 -2.195 1.864
H -3.148 -1.134 2.169
H -4.717 -0.450 1.645
C -2.884 -2.835 -0.109
H -2.718 -3.092 -1.161
H -1.929 -2.884 0.413
H -3.531 -3.613 0.326
C -4.843 -1.614 -0.856
H -5.438 -2.458 -0.475
H -5.490 -0.737 -0.857
H -4.567 -1.849 -1.891
C -2.635 2.768 -1.056
H -2.636 2.546 -2.130
H -3.181 3.715 -0.925
H -1.602 2.935 -0.738
C -3.275 2.088 1.255
H -2.239 2.109 1.623
H -3.698 3.097 1.368
H -3.854 1.415 1.898
C -4.793 1.603 -0.719
H -4.850 1.217 -1.747
H -5.430 1.003 -0.057
H -5.215 2.619 -0.732
Mn 0.030 -0.018 0.057
C -0.418 -1.412 1.162
O -0.630 -2.034 2.143
N 0.261 1.448 -1.322
C 0.357 2.003 -2.363
C 0.512 2.806 -3.510
C 0.296 4.200 -3.414
C 0.886 2.239 -4.755
C 0.464 5.008 -4.541
H 0.001 4.624 -2.450
C 1.072 3.067 -5.864
H 1.022 1.157 -4.834
C 0.857 4.446 -5.762
H 0.286 6.083 -4.462
H 1.381 2.627 -6.815
H 0.993 5.086 -6.637
N 0.217 0.974 1.852
C 0.249 0.930 3.033
C 0.184 0.703 4.420
C -1.072 0.666 5.061
C -1.159 0.252 6.392
C -0.001 -0.103 7.100
C 1.252 -0.015 6.481
C 1.356 0.413 5.154
H -1.961 0.961 4.490
H -2.138 0.212 6.876
H -0.077 -0.428 8.144
H 2.161 -0.273 7.028
H 2.326 0.527 4.663

***

3.
100
Properties=species:S:1:pos:R:3 method="wB97M-V/def2-TZVPD" homo_ha="-0.4220 / -0.4227" charge=+2 orbital_gap_ev="3.41 / 3.26" e_tot_ha=-8467.1397 relative_energy_ev=7.1163
Ir -0.255 -0.343 -1.702
C 3.816 -1.253 -1.452
As 2.295 -0.147 -2.028
C 2.777 0.008 -3.918
C 2.697 1.693 -1.493
C 4.002 2.079 -1.213
C 4.297 3.371 -0.815
C 3.281 4.305 -0.720
C 1.985 3.945 -1.043
C 1.676 2.645 -1.424
As -0.148 2.165 -1.940
C -1.286 3.523 -1.093
C -0.197 2.855 -3.770
H 4.756 -0.808 -1.779
H 3.726 -2.234 -1.924
H 3.822 -1.392 -0.372
H 3.781 0.429 -4.001
H 2.080 0.666 -4.437
H 2.769 -0.969 -4.401
H 4.807 1.362 -1.314
H 5.315 3.646 -0.587
H 3.499 5.314 -0.408
H 1.199 4.689 -1.004
H -0.990 4.523 -1.413
H -1.223 3.454 -0.007
H -2.321 3.363 -1.401
H 0.195 3.873 -3.799
H -1.226 2.860 -4.130
H 0.397 2.227 -4.431
C -4.655 -0.454 -3.417
C -3.551 0.151 -2.617
C -3.952 0.865 -1.368
O -2.386 0.101 -2.986
H -5.376 -0.944 -2.770
H -4.278 -1.155 -4.158
H -5.186 0.340 -3.944
H -4.688 0.301 -0.802
H -4.413 1.813 -1.649
H -3.073 1.052 -0.752
O -1.296 -2.028 -0.436
C -0.996 -1.688 0.715
O -0.423 -0.556 0.904
C -1.307 -2.579 1.889
C -0.471 -2.219 3.106
Ge -0.234 -0.190 3.000
C 1.823 -0.225 2.838
C 2.473 -0.702 3.965
C 3.855 -0.752 3.992
C 4.583 -0.300 2.903
C 3.925 0.179 1.784
C 2.538 0.207 1.743
C -0.009 1.549 4.199
C 0.779 2.590 3.762
C 0.930 3.703 4.577
C 0.296 3.751 5.805
C -0.483 2.690 6.231
C -0.653 1.580 5.415
C -2.260 0.295 2.951
C -2.731 1.334 2.174
C -4.086 1.632 2.172
C -4.961 0.900 2.956
C -4.479 -0.122 3.756
C -3.125 -0.416 3.761
H -1.156 -3.615 1.583
H -2.376 -2.455 2.093
H 0.515 -2.682 3.051
H -0.946 -2.556 4.023
H 1.900 -1.033 4.822
H 4.363 -1.125 4.868
H 5.662 -0.319 2.927
H 4.488 0.553 0.941
H 2.019 0.564 0.858
H 1.288 2.540 2.809
H 1.555 4.521 4.251
H 0.406 4.622 6.434
H -0.965 2.717 7.196
H -1.277 0.761 5.738
H -2.038 1.911 1.574
H -4.451 2.448 1.565
H -6.016 1.131 2.951
H -5.149 -0.691 4.381
H -2.756 -1.199 4.408
C 0.550 -4.536 -4.465
C -0.197 -4.268 -3.157
C -1.118 -5.446 -2.833
C 0.813 -4.042 -2.027
N -1.076 -3.119 -3.334
N -0.483 -1.860 -3.586
H 1.074 -5.483 -4.390
H 1.296 -3.771 -4.677
H -0.143 -4.598 -5.299
H -0.538 -6.353 -2.699
H -1.822 -5.613 -3.644
H -1.679 -5.261 -1.920
H 1.397 -4.945 -1.875
H 0.296 -3.781 -1.108
H 1.493 -3.226 -2.282
H -1.748 -3.035 -2.576
H -1.166 -1.299 -4.103
H 0.332 -2.004 -4.185